Computed, not measured: a molecular structure, C34H25Br2N4O7ScTe4 in a non-equilibrium geometry, with wB97M-V/def2-TZVPD.

ΔE to the lowest compared entry with this formula, charge and spin   43.2 kcal/mol
E   -245923.1654 eV
2S+1   1
Orbital gap   4.3 eV
Total charge   -2

```
77
Properties=species:S:1:pos:R:3:forces:R:3
Sc -1.244 -1.685 0.180 1.596 1.081 -0.899
C 0.080 -0.599 3.370 -0.112 0.064 -0.062
O -0.308 -0.135 2.073 0.036 0.301 0.292
C -0.235 1.214 1.912 0.022 0.071 -0.115
C 0.291 2.107 2.826 0.017 -0.036 -0.025
C 0.304 3.462 2.500 0.024 0.060 0.029
Br 1.022 4.681 3.774 -0.008 -0.006 -0.005
C -0.155 3.940 1.301 -0.002 -0.002 0.005
C -0.682 3.037 0.371 0.169 -0.166 -0.083
C -0.750 1.694 0.702 -0.124 0.050 -0.019
O -1.326 0.747 -0.068 -0.195 0.185 0.316
C -1.087 3.524 -0.955 0.015 -0.018 -0.043
N -1.518 4.738 -1.183 0.001 0.019 0.015
C -1.720 4.793 -2.549 0.003 0.017 0.024
C -2.173 5.848 -3.342 0.003 -0.015 -0.002
C -2.283 5.631 -4.701 0.002 0.003 -0.010
C -1.957 4.390 -5.272 -0.007 -0.003 -0.014
C -1.512 3.332 -4.502 -0.008 0.019 0.024
C -1.399 3.561 -3.134 0.000 -0.038 0.021
N -1.001 2.753 -2.090 -0.012 -0.013 -0.017
H -0.567 -0.144 4.123 0.011 -0.002 0.014
H 1.125 -0.337 3.552 0.018 -0.065 0.006
H -0.045 -1.672 3.349 -0.044 -0.015 0.018
H 0.689 1.783 3.773 0.004 -0.012 -0.003
H -0.115 4.989 1.048 0.001 -0.005 -0.005
H -1.887 1.064 -0.790 -0.018 -0.074 -0.037
H -2.428 6.799 -2.893 -0.001 0.000 0.001
H -2.633 6.430 -5.344 0.001 -0.003 -0.002
H -2.066 4.254 -6.341 0.000 0.004 0.000
H -1.289 2.364 -4.926 0.008 -0.032 -0.013
H -0.556 1.828 -2.192 -0.001 0.016 0.060
Te -3.811 -0.346 1.438 0.328 -0.134 0.000
Te -5.395 -2.392 2.119 -0.113 -0.132 -0.029
Te -5.263 -3.631 -0.287 0.195 -0.006 -0.189
Te -2.604 -4.311 -0.079 -0.376 -1.160 0.526
O 6.370 1.796 0.616 0.006 -0.027 0.021
C 5.635 0.800 1.220 0.008 0.034 -0.033
O 6.084 0.322 2.239 -0.017 0.001 -0.008
C 4.384 0.426 0.575 -0.073 -0.030 0.017
C 3.940 0.906 -0.666 0.060 0.036 -0.011
C 2.748 0.528 -1.232 -0.056 -0.006 -0.067
C 1.850 -0.382 -0.573 -0.079 0.188 0.198
C 2.331 -0.876 0.687 -0.002 -0.074 0.025
C 3.526 -0.495 1.220 0.044 0.001 0.023
N 0.646 -0.730 -1.020 -0.157 -0.600 0.211
C 0.297 -0.373 -2.336 -0.203 0.242 0.161
C -0.985 -0.508 -2.807 0.138 -0.101 0.036
C -1.324 -0.280 -4.196 0.027 0.025 -0.070
C -2.602 -0.392 -4.628 0.033 0.037 -0.042
C -3.637 -0.740 -3.717 0.046 -0.013 0.064
C -3.260 -0.970 -2.417 -0.088 0.009 -0.091
N -2.010 -0.883 -1.943 -0.109 0.196 0.443
H 5.865 2.133 -0.131 0.000 0.009 -0.009
H 4.542 1.604 -1.247 -0.012 -0.003 0.004
H 2.474 0.967 -2.181 -0.011 -0.002 -0.008
H 1.717 -1.601 1.200 0.027 0.027 -0.016
H 3.854 -0.910 2.166 -0.003 0.001 0.002
H 1.078 -0.139 -3.049 0.020 -0.073 -0.058
H -0.517 -0.032 -4.878 -0.014 -0.008 -0.017
H -2.835 -0.216 -5.675 0.013 -0.011 0.000
H -4.670 -0.830 -4.020 -0.005 0.001 0.009
H -4.011 -1.242 -1.683 0.008 0.013 0.006
O -1.251 -3.263 -0.921 -0.586 -0.015 -0.415
Br -0.555 -6.934 2.120 -0.024 0.028 -0.013
C 0.414 -5.815 3.309 -0.003 -0.016 -0.029
C 0.670 -6.307 4.581 0.006 -0.001 0.002
C 1.398 -5.544 5.479 -0.007 -0.010 0.003
C 1.864 -4.293 5.098 0.007 0.000 0.003
C 1.580 -3.811 3.832 -0.007 0.015 -0.018
C 0.844 -4.558 2.913 0.011 0.008 0.058
C 0.626 -3.964 1.526 0.254 0.146 0.131
O 1.151 -4.509 0.577 -0.155 -0.103 -0.065
O -0.021 -2.849 1.556 -0.537 0.129 -0.220
H 0.299 -7.285 4.857 0.002 -0.001 0.004
H 1.602 -5.930 6.470 0.003 0.004 0.001
H 2.446 -3.693 5.786 0.005 -0.001 -0.004
H 1.943 -2.836 3.528 -0.001 -0.008 -0.004
```
Forces are in eV/Å.